Entry 1:
Below is a 9-piece molecular cluster, C32H89N11O10 overall, with properties calculated with the ωB97M-V functional and the def2-TZVPD basis.

XYZ file:
```
142
Properties=species:S:1:pos:R:3
O 4.38282 1.38421 -3.83818
O 4.81521 -3.49429 2.48573
O 3.76289 -0.22249 4.38197
O -4.30123 4.77121 0.18756
O -2.17115 -4.63549 -1.04735
O -0.07265 0.16073 1.42092
O -2.71755 -1.75964 5.53527
O 3.15153 3.34640 0.06502
O -0.66358 3.78282 -4.15348
O -3.65416 0.16708 -4.07044
N 1.50836 0.74413 -3.69393
N -1.95595 3.31464 -0.21202
N 6.70248 -1.18369 2.74095
N -1.88147 1.40684 3.62956
N 2.58374 -0.97709 2.56181
N -5.89941 -2.22980 -2.30343
N 0.52024 -1.32067 -0.20752
N 4.92238 2.41725 3.14012
N -0.53135 0.67613 -0.74208
N -4.34657 -6.84885 -0.00257
N 1.52686 0.22490 4.07068
C -5.66168 -2.07487 -4.71329
C -2.29817 -0.93191 4.43268
C -3.12061 5.26825 0.79618
C 5.45717 1.66760 0.82453
C 3.36941 3.00699 1.42223
C -4.98041 -1.80002 -3.39926
C -0.00301 2.83445 -3.36210
C -2.41864 -3.29619 -1.32587
C -2.14960 -1.32108 6.77607
C -2.02695 5.38102 -1.42106
C -1.92340 4.77518 -0.02637
C -3.23884 -6.83818 -0.94157
C -2.71463 0.53653 4.43999
C 3.82498 -3.83545 1.52886
C 7.01545 -3.07533 4.25309
C 1.92708 4.00125 -0.12231
C -3.00400 -5.55210 -1.71415
C -4.59899 -0.35125 -3.15242
C 5.70626 1.80134 -3.65141
C -2.43315 -0.50875 -4.23900
C 0.97940 1.98553 -4.22269
C 3.60031 1.68100 -2.69194
C -4.17873 0.67795 4.01761
C 6.09960 -3.44582 1.89859
C 4.85243 2.74695 1.74402
C 2.72198 -0.27941 3.72244
C -5.49196 5.38395 0.62763
C -0.07233 -0.15154 0.21269
C 7.02566 -2.61888 2.79727
C -1.80990 3.26836 -4.81791
C 2.36253 0.81273 -2.50651
C -3.29391 -8.10290 -1.79683
H -4.29964 1.76359 3.96027
H 6.70466 -0.88999 1.76980
H -0.27263 0.45528 -1.68878
H 7.34678 -2.39364 5.03327
H 4.06923 -4.79796 1.06571
H 1.38364 0.78444 4.88890
H 3.60135 -3.16751 0.68630
H 1.75668 4.09485 -1.19681
H -1.86706 2.92281 0.73529
H -4.85789 0.22382 4.73339
H -3.97477 -5.18455 -2.07782
H 2.94634 -3.87750 2.17565
H -6.42788 -1.35981 -5.03820
H 7.58667 -3.99567 4.40552
H 1.80066 1.19225 -1.64750
H -5.18692 -6.55816 -0.49685
H -1.74049 -2.67709 -0.73947
H -2.75414 -0.52134 7.19532
H -1.47750 2.62334 -5.63291
H -1.72340 6.43264 -1.36014
H -3.06444 4.89095 1.82417
H 0.91033 -1.94571 0.46545
H -2.41428 -8.25305 -2.42060
H -5.57974 6.46471 0.48054
H 2.60236 -0.19433 -2.16222
H -5.50046 0.26267 -3.19670
H -6.13480 -3.18640 -2.55459
H -2.34518 -6.94586 -0.31089
H 5.87457 2.34101 3.46115
H 8.06135 -2.63047 2.44450
H 1.83847 2.61412 -4.51612
H 1.06996 3.47433 0.31128
H 3.44497 -1.45247 2.32263
H -1.07392 -1.11650 6.80024
H -2.24583 -3.00829 -2.37351
H -5.45795 -2.31548 -1.39466
H -6.26870 4.94703 0.00012
H 1.96154 5.03699 0.23835
H 6.27886 1.21270 -2.92153
H -2.53666 -1.58893 -4.34445
H -0.98108 5.15935 0.36430
H 5.99191 -3.35185 4.52220
H -0.92111 1.41234 3.96438
H -2.97530 5.27204 -1.94601
H -1.22045 -1.16615 4.43520
H -4.34287 0.35252 2.98726
H -2.70243 0.91509 5.46751
H -6.23706 -2.99592 -4.82644
H -2.57009 2.75101 -4.22507
H 6.10410 -3.01198 0.88697
H -2.75706 -1.42317 3.56447
H -4.23221 -8.15456 -2.36087
H 2.95568 3.81370 2.03689
H 0.82552 -0.10401 3.42643
H 4.16417 1.50468 -1.76668
H 4.36689 1.58530 3.29520
H -2.93811 3.09067 -0.38509
H -1.74972 0.92158 2.73999
H -4.94171 -1.98254 -5.53130
H -4.16050 -0.14099 -2.16571
H -5.69227 5.16991 1.68037
H -3.43676 -2.93449 -1.14118
H 0.70148 3.29681 -2.67133
H 4.90518 0.72609 0.87136
H 2.80890 2.09633 1.68995
H 1.95790 0.22057 -4.42879
H -3.39900 -8.99185 -1.17267
H -2.32120 4.15289 -5.19593
H -0.73207 2.21073 -2.83958
H -3.05770 6.35534 0.90352
H -4.08306 -2.41172 -3.28164
H -1.30431 4.98788 -2.14213
H 0.65299 -1.41149 -1.20062
H 5.67582 2.77629 -3.13579
H 6.42110 -4.47578 1.66809
H 1.85766 -0.97232 1.88113
H -4.19071 -6.20255 0.76149
H -1.79015 -0.32061 -3.36624
H 5.46386 2.04273 -0.20338
H -1.90030 -0.05614 -5.07178
H -2.19538 -2.23290 7.38031
H -0.86102 1.56097 -0.36910
H 6.33531 1.94788 -4.52537
H 6.50848 1.50217 1.06597
H 5.76841 -1.02140 3.11713
H 0.56448 1.88048 -5.23104
H -2.49854 -5.81987 -2.65428
H 3.49742 2.77104 -2.68365
H 5.42599 3.65934 1.54965
```

Computed properties:
energy above the lowest of the compared OMol25 structures with the same formula, charge and spin	0.979	eV
E_LUMO	0.16	eV
orbital gap	8.817	eV

Entry 2:
Below is C32H90F3HfN6O16S as an isolated structure, with properties calculated with the ωB97M-V functional and the def2-TZVPD basis.

XYZ file:
```
149
Properties=species:S:1:pos:R:3
Hf -2.66865 0.33359 5.88723
S -0.72571 1.45997 -0.14253
F 1.36848 1.10994 -1.74047
F 1.72095 0.62425 0.41753
F 1.60251 2.72421 -0.32365
O 0.25244 -1.09573 -9.01036
O 8.65063 5.54634 2.03881
O -5.86663 -4.88253 -2.28001
O 3.78633 -8.86946 4.89618
O -6.74346 2.64818 1.05106
O -1.09265 -3.41718 3.39022
O -1.27462 0.49390 -1.11672
O -1.41229 8.28928 3.13942
O -4.72008 -3.22845 -4.47342
O -1.22411 2.83935 -0.30514
O 8.54410 -1.16345 -1.73239
O -5.55509 -1.99960 4.16144
O 1.53970 1.07235 5.98511
O -0.89043 0.97297 1.24497
O -4.85115 -3.19563 6.47189
O -2.42787 5.56196 -6.60288
N -3.40454 -0.18503 -8.78415
N 10.54355 0.72227 0.85034
N -5.13532 3.81306 3.20013
N 3.60761 -6.14395 4.44943
N -4.11800 4.65377 -8.59528
N 0.83961 -0.69616 7.92940
C -6.53333 4.15203 2.97580
C -6.67886 5.67436 3.47705
C 8.77606 -0.31257 -0.54071
C -5.57532 -5.33636 -3.55607
C -6.89055 4.03294 1.48671
C 4.41118 -10.02269 5.44881
C 1.48085 -0.72144 -8.43190
C -1.19054 8.87125 1.89491
C -1.39465 -4.05327 2.08311
C 8.34038 -0.45314 -2.92516
C 2.60136 0.40876 6.64779
C -4.62918 5.26459 -7.39988
C -3.68678 5.03456 -6.22883
C 10.28123 -0.12183 -0.29453
C -5.48022 -4.06452 5.49280
C -6.01966 4.78433 -7.12649
C 1.13857 1.44342 -0.46174
C 2.02240 0.03331 8.02524
C 11.11517 -1.40248 0.03115
C 7.32920 5.15537 2.16394
C -6.13716 -3.27017 4.34037
C -0.86635 -0.29757 -8.57259
C -4.39856 -4.57717 -4.20895
C -2.19776 -0.86906 -9.23594
C 1.88890 2.44717 5.73331
C 2.93955 -0.89369 8.80494
C -2.17489 -1.11306 -10.73291
C -1.45602 5.27095 -5.60827
C -7.48324 2.39899 -0.15014
C 4.58646 -8.32190 3.87854
C 3.94469 -7.05386 3.32502
C 4.79859 -6.32345 2.29003
H -0.70524 0.75910 -8.78611
H 5.59449 -8.15525 4.25827
H 1.00059 2.88107 5.27425
H 8.90193 6.06793 2.80457
H 3.51371 0.98823 6.78893
H -7.14813 -2.99926 4.64474
H 4.48032 -5.72884 4.74295
H -6.17436 -3.88115 3.43847
H 8.24703 -0.72838 0.31681
H -2.16280 -3.47311 1.57178
H 3.74678 -10.42003 6.21614
H -2.16502 9.29427 1.65089
H -4.66816 6.33022 -7.62575
H -4.10574 -5.03617 -5.15324
H -5.96301 3.76685 -6.73968
H -3.44898 -0.63278 -7.87991
H -1.41918 -1.86585 -10.95722
H -4.81210 4.62984 3.69862
H -3.13779 -1.50118 -11.06502
H 4.35149 -5.45547 1.80545
H 10.71428 0.25777 -1.21999
H 6.91239 5.68181 3.02256
H -6.60472 -5.42501 -1.99271
H 3.91168 -0.48733 9.08410
H -1.66473 5.74449 -4.64895
H 12.18551 -1.24663 0.16596
H -0.38890 9.60873 1.85484
H -1.02663 -0.33110 -7.49496
H 6.82526 5.37617 1.22299
H 0.64850 -0.67234 8.92087
H 3.39375 -6.84136 5.14798
H -1.74966 -5.08177 2.14824
H -6.24543 4.58437 0.80271
H 2.76524 2.67068 5.12490
H -7.95190 4.26769 1.40595
H -5.27943 -6.38543 -3.55363
H -2.12060 -0.14621 -11.23327
H -7.73542 5.83230 3.26065
H 10.01499 1.57297 0.71984
H 2.97076 -0.33351 5.94021
H 7.92025 -1.11171 -3.68536
H 3.03137 -7.24962 2.76323
H 2.42603 -1.18460 9.72133
H -0.98426 8.12772 1.12504
H -6.00539 -1.60920 3.40883
H -6.59157 4.70891 -8.05134
H -2.25099 -1.87080 -8.80957
H 3.08627 -1.83224 8.27044
H -6.34779 5.85802 4.49919
H 8.22045 0.62065 -0.63296
H 11.50183 1.04077 0.86927
H -6.49128 -5.16774 -4.12237
H 1.90349 0.97161 8.56705
H 4.65357 -9.11864 3.13772
H -4.44130 -2.66845 -3.74523
H -6.32000 -4.54929 5.99066
H -1.60314 8.90871 3.84757
H -0.33052 -3.91744 3.69105
H 2.34117 -1.19642 -8.90344
H 5.40265 -9.88919 5.88154
H 9.20669 0.10834 -3.27492
H -3.14558 4.89786 -8.47317
H -0.44913 5.52943 -5.93607
H 7.52039 0.25935 -2.83529
H 1.64258 0.34390 -8.59623
H -4.14814 3.65426 -8.45321
H -6.55311 5.48149 -6.48035
H -7.26622 3.51834 3.47520
H 1.42605 -0.92256 -7.36202
H -3.49779 -4.51023 -3.59883
H 7.26687 4.08518 2.36118
H -0.53011 -4.03054 1.41967
H -6.94909 2.87477 -0.97259
H -1.44224 4.19569 -5.43012
H -4.26071 -0.46494 -9.24102
H -5.00979 -3.65534 7.29960
H -3.61971 3.98153 -5.95545
H -4.85050 -4.88966 5.16007
H -4.79931 4.03454 2.27378
H -4.03999 5.55905 -5.34099
H 10.69926 -1.95754 0.87201
H 5.73930 -5.86439 2.59406
H -7.44766 1.31071 -0.19954
H 4.44441 -10.81814 4.70432
H 4.88189 -7.01165 1.44887
H 1.14788 -1.65692 7.88458
H -6.15505 6.33005 2.78150
H -8.53418 2.68763 -0.16751
H 10.93255 -2.03982 -0.83402
H 1.96212 2.85954 6.73963
```

Computed properties:
energy above the lowest of the compared OMol25 structures with the same formula, charge and spin	19.533	eV
E_LUMO	-12.59	eV
orbital gap	1.044	eV
charge	+3

Entry 3:
Below is C32H90F6NO19S2V as an isolated structure, with properties calculated with the ωB97M-V functional and the def2-TZVPD basis.

XYZ file:
```
151
Properties=species:S:1:pos:R:3
V 16.17919 -17.97378 8.90165
S 13.18243 -18.65760 7.25053
S 15.14593 -20.26669 6.86543
F 11.27047 -16.99161 8.10872
F 13.75509 -21.71555 8.60235
F 14.90591 -22.97958 7.17488
F 15.89311 -21.91806 8.89659
F 12.42392 -17.88780 9.63481
F 13.32177 -16.34111 8.48783
O 13.19803 -17.89910 5.96524
O 10.74597 -22.83208 11.28959
O 12.27097 -19.79479 7.34912
O 16.20256 -16.50911 7.33511
O 20.23071 -24.00062 6.51887
O 12.50669 -24.30139 2.83504
O 9.27480 -18.84831 3.97817
O 16.59956 -19.63553 10.37198
O 14.50638 -20.49140 5.56438
O 8.62933 -17.53428 6.32092
O 11.83350 -10.86198 9.97489
O 16.60157 -20.05379 6.82767
O 9.26004 -14.98791 6.81308
O 10.37673 -25.26396 7.64321
O 15.34968 -27.42787 8.11915
O 20.16167 -19.27940 6.76266
O 18.31731 -18.30114 8.36623
O 8.91522 -15.78648 11.94470
O 15.73834 -18.87082 1.51611
N 14.59971 -18.94212 7.87392
C 10.86598 -15.45724 5.15047
C 11.31067 -21.67885 10.69590
C 14.66680 -26.26588 6.13792
C 9.95720 -23.93222 7.51153
C 15.45003 -18.28449 2.76366
C 8.85718 -19.42336 7.78327
C 17.79429 -16.72315 5.54350
C 15.51428 -19.88210 11.27862
C 14.92484 -21.85716 7.99990
C 14.25433 -22.72257 2.78336
C 16.28461 -16.50013 5.93515
C 12.47315 -17.36020 8.43907
C 11.25599 -15.36867 11.49229
C 9.90792 -15.87004 10.97485
C 19.24152 -17.83609 9.29290
C 10.52519 -19.29146 4.41615
C 20.05187 -20.62375 6.37972
C 17.89525 -23.68646 6.08446
C 19.16386 -24.53780 5.79458
C 15.75739 -26.45478 7.15930
C 12.58981 -12.92033 9.29586
C 20.21257 -20.79906 4.92437
C 13.01102 -23.16210 3.52830
C 11.58326 -19.18648 3.25893
C 14.41116 -17.14593 2.63676
C 11.05635 -23.09777 6.80150
C 10.49665 -20.50112 11.24126
C 19.92505 -16.57937 8.61583
C 16.08592 -19.47220 12.62439
C 8.02681 -18.16425 7.41457
C 12.82651 -11.79625 10.31671
C 10.49707 -14.51235 6.33306
H 8.37390 -19.99544 8.57527
H 21.04002 -24.45103 6.26641
H 12.25373 -22.38580 3.63772
H 16.96055 -20.04032 12.94119
H 19.30002 -24.53134 4.71314
H 9.01824 -23.86379 6.96220
H 17.54480 -23.67451 7.11652
H 12.01349 -23.16213 7.31902
H 21.08706 -20.25216 4.57185
H 8.83918 -18.43542 4.72740
H 10.32083 -25.82388 6.86542
H 16.41756 -15.61965 7.62536
H 15.94707 -25.61454 7.82723
H 19.18074 -15.79142 8.50075
H 11.12768 -16.45951 5.48969
H 20.35165 -16.83062 7.64475
H 10.32305 -20.26397 4.86500
H 19.30348 -20.43796 4.44347
H 18.09180 -22.69735 5.67079
H 10.26698 -13.48174 6.06281
H 13.28688 -23.48704 4.53150
H 20.30438 -21.85416 4.66661
H 12.36122 -21.68475 10.98646
H 15.30914 -20.95262 11.27541
H 14.70232 -21.85682 3.27108
H 15.02642 -19.05342 3.40972
H 8.70855 -14.26341 7.11730
H 16.69938 -26.74258 6.69245
H 10.07064 -15.59100 4.41724
H 12.59910 -19.38846 3.59859
H 10.69091 -20.49916 12.31381
H 18.05081 -17.77205 5.69227
H 9.84365 -19.11151 8.12637
H 18.95617 -25.58770 6.00115
H 11.75053 -10.16034 10.62482
H 17.00671 -24.11537 5.62117
H 9.66745 -15.31446 10.06843
H 11.33259 -14.60159 7.02734
H 14.97429 -19.34559 1.18080
H 11.38946 -19.86723 2.43000
H 20.02148 -18.58743 9.41639
H 10.02493 -16.90156 10.64261
H 21.04528 -18.93761 6.60774
H 18.52003 -16.12610 6.09572
H 11.46894 -15.96731 12.37795
H 20.85089 -21.21433 6.82791
H 9.71342 -23.60514 8.52231
H 8.12427 -16.27847 11.71243
H 17.93082 -16.50366 4.48460
H 11.20843 -23.61831 10.99034
H 11.19745 -21.83232 9.62271
H 11.58590 -13.33815 9.37137
H 13.94771 -16.98465 3.61005
H 13.82329 -11.38213 10.16494
H 12.71169 -12.62523 8.25368
H 13.58990 -17.40565 1.96879
H 19.19413 -21.15896 6.78708
H 11.70959 -15.06428 4.58302
H 11.43456 -18.20577 2.80704
H 16.39436 -18.42726 12.65731
H 10.79099 -22.05991 6.60015
H 18.83296 -18.86033 7.78055
H 8.91688 -16.66072 6.59624
H 11.91401 -23.99012 2.14698
H 13.39564 -13.64469 9.41435
H 14.34643 -27.21832 5.71562
H 13.83642 -22.46797 1.80938
H 11.09784 -23.43087 5.76447
H 18.86646 -17.68910 10.30574
H 15.25902 -19.53022 13.33218
H 9.43070 -20.68114 11.10185
H 8.93449 -19.98230 6.85069
H 14.92737 -16.21558 2.39996
H 12.74431 -12.13895 11.34817
H 20.72420 -16.16253 9.22880
H 15.69497 -17.33550 5.55756
H 14.98981 -23.51911 2.67069
H 14.98085 -25.60515 5.32990
H 13.79668 -25.77464 6.57342
H 16.40823 -18.00004 3.19843
H 11.18293 -14.32318 11.79182
H 17.27398 -20.28821 10.57388
H 12.05509 -15.49436 10.76171
H 8.09021 -17.48308 8.26316
H 14.61418 -19.31291 11.04635
H 15.93741 -27.35708 8.87490
H 15.87436 -15.53707 5.63133
H 10.75260 -19.54082 10.79359
H 6.99413 -18.42757 7.18582
H 10.84436 -18.65086 5.23826
```

Computed properties:
E_LUMO (alpha / beta)	-4.07 / -4.32	eV
orbital gap (alpha / beta)	6.647 / 6.395	eV
spin multiplicity	4
charge	+1

Question: Number 1 is which compound?
Answer: C32H89N11O10